Record 1
Computed, not measured: a molecular structure, CH4S4 in a non-equilibrium geometry, with wB97M-V/def2-TZVPD.

2S+1	3
HOMO level (spin up / spin down)	-0.2448 / -0.3240	Eh
LUMO energy (spin up / spin down)	0.13 / -2.87	eV
frontier orbital gap (spin up / spin down)	6.8 / 5.9	eV
energy relative to the best compared isomer or geometry (same formula, charge and spin)	0.000	eV
⟨S²⟩	2.006

Geometry as XYZ:
```
9
Properties=species:S:1:pos:R:3:mulliken_spin:R:1
C 1.61 -0.02 -0.46 0.001
S -0.78 -1.66 0.27 0.822
S -2.55 0.28 0.81 0.189
S -0.07 -0.50 -1.16 0.192
S -1.75 1.46 -0.52 0.802
H 1.68 1.11 -0.30 0.003
H 2.35 -0.33 -1.22 0.005
H 1.55 -0.67 0.43 -0.003
H -2.03 0.34 2.14 -0.011
```


Record 2
Computed, not measured: a single CH4Se molecule in a non-equilibrium geometry, with wB97M-V/def2-TZVPD.

HOMO level	-0.3222	Eh
LUMO energy	0.84	eV
frontier orbital gap	9.6	eV
energy relative to the best compared isomer or geometry (same formula, charge and spin)	0.103	eV

Geometry as XYZ:
```
6
Properties=species:S:1:pos:R:3:nbo_charge:R:1
C 0.09 0.43 -0.13 -0.775
Se -1.66 -0.48 -0.09 0.021
H 0.09 1.55 -0.33 0.240
H 0.47 0.41 0.82 0.208
H 0.81 -0.08 -0.85 0.222
H -1.33 -1.84 0.47 0.084
```


Record 3
Computed, not measured: 2 unconnected molecules or ions with the total composition CH4Se in a non-equilibrium geometry, with wB97M-V/def2-TZVPD.

HOMO level (spin up / spin down)	-0.3140 / -0.3140	Eh
LUMO energy (spin up / spin down)	-2.19 / -2.18	eV
frontier orbital gap (spin up / spin down)	6.4 / 6.4	eV
energy relative to the best compared isomer or geometry (same formula, charge and spin)	3.121	eV

Geometry as XYZ:
```
6
Properties=species:S:1:pos:R:3:nbo_charge:R:1
C -0.68 0.41 0.02 -0.338
Se 2.35 0.05 -0.01 -0.321
H -0.64 -0.67 0.30 0.217
H -1.05 1.10 0.65 0.159
H -0.37 0.86 -0.92 0.211
H 3.20 1.25 0.10 0.073
```


Record 4
Computed, not measured: a molecular structure, CH5AlO2 in a non-equilibrium geometry, with wB97M-V/def2-TZVPD.

2S+1	2
HOMO level (spin up / spin down)	-0.5718 / -0.5837	Eh
LUMO energy (spin up / spin down)	-5.51 / -8.88	eV
total charge	+1
frontier orbital gap (spin up / spin down)	10.0 / 7.0	eV
⟨S²⟩	0.754

Geometry as XYZ:
```
9
Properties=species:S:1:pos:R:3:mulliken_spin:R:1
O -1.12 1.92 -0.40 0.049
Al 0.75 1.21 1.45 0.660
H -1.07 2.42 -1.22 -0.001
C 0.39 -1.34 0.16 0.021
H -0.52 -1.46 -0.46 0.006
H 1.18 -2.00 -0.26 0.005
H 0.14 -1.73 1.17 -0.002
O 0.83 -0.02 0.19 0.260
H -0.58 0.99 -0.63 0.002
```


Record 5
Computed, not measured: a molecular structure, CH5BF3NO2PSTb in a non-equilibrium geometry, with wB97M-V/def2-TZVPD.

2S+1	7
HOMO level (spin up / spin down)	-0.6618 / -0.6635	Eh
LUMO energy (spin up / spin down)	-11.55 / -10.04	eV
total charge	+2
frontier orbital gap (spin up / spin down)	6.5 / 8.0	eV
⟨S²⟩	13.020

Geometry as XYZ:
```
16
Properties=species:S:1:pos:R:3:mulliken_spin:R:1
N -2.83 1.09 0.85 -0.889
P -1.55 0.08 0.57 -0.028
B -0.28 0.83 -0.71 0.162
S 1.46 0.58 0.00 -0.020
O 2.44 1.21 -0.84 -0.009
O 1.46 1.21 1.30 0.002
C 1.77 -1.26 0.04 0.003
F 0.63 -1.99 -0.35 -0.008
F 2.08 -1.65 1.25 0.001
F 2.71 -1.55 -0.84 -0.002
H -2.81 1.32 1.86 0.014
H -0.81 -0.13 1.78 0.006
H -1.96 -1.20 0.04 -0.073
H -0.28 0.19 -1.72 0.228
H -0.50 1.98 -0.93 0.003
Tb -1.54 -0.73 -2.29 6.610
```


Record 6
Computed, not measured: a single CH5BO molecule in a non-equilibrium geometry, with wB97M-V/def2-TZVPD.

HOMO level	-0.3698	Eh
LUMO energy	0.56	eV
frontier orbital gap	10.6	eV
energy relative to the best compared isomer or geometry (same formula, charge and spin)	3.226	eV

Geometry as XYZ:
```
8
Properties=species:S:1:pos:R:3:nbo_charge:R:1
B 0.81 0.07 0.13 0.129
C -0.70 0.48 0.11 -0.337
O -0.32 -0.94 0.10 -0.609
H 1.46 0.43 -0.92 -0.059
H 1.44 -0.19 1.08 -0.057
H -1.26 0.74 -0.83 0.201
H -1.26 0.75 1.09 0.211
H -0.18 -1.35 -0.76 0.520
```


Record 7
Computed, not measured: a single CH5BO2 molecule in a non-equilibrium geometry, with wB97M-V/def2-TZVPD.

HOMO level	-0.4199	Eh
LUMO energy	0.32	eV
frontier orbital gap	11.7	eV
energy relative to the best compared isomer or geometry (same formula, charge and spin)	0.517	eV

Geometry as XYZ:
```
9
Properties=species:S:1:pos:R:3:nbo_charge:R:1
C 0.59 0.83 -0.20 -1.009
B -0.31 -0.45 0.14 1.109
O 0.31 -1.70 -0.04 -0.889
O -1.58 -0.17 0.49 -0.890
H 1.66 0.54 0.03 0.233
H 0.22 1.75 0.47 0.232
H 0.55 1.25 -1.25 0.247
H -0.11 -2.39 0.41 0.476
H -2.23 -0.77 0.70 0.491
```


Record 8
Computed, not measured: 2 unconnected molecules or ions with the total composition CH5BS2 in a non-equilibrium geometry, with wB97M-V/def2-TZVPD.

HOMO level (spin up / spin down)	-0.3029 / -0.2762	Eh
LUMO energy (spin up / spin down)	-0.65 / -1.58	eV
frontier orbital gap (spin up / spin down)	7.6 / 5.9	eV
energy relative to the best compared isomer or geometry (same formula, charge and spin)	4.021	eV

Geometry as XYZ:
```
9
Properties=species:S:1:pos:R:3:nbo_charge:R:1
B 0.29 -0.37 -0.33 0.657
C -0.08 -1.43 0.71 -1.114
S -1.09 2.58 0.70 -0.516
S 1.06 -0.17 -1.85 -0.146
H 0.20 -1.13 1.72 0.285
H 0.38 -2.40 0.52 0.255
H -1.16 -1.57 0.74 0.286
H -0.41 3.37 -0.13 0.095
H 0.81 1.12 -2.07 0.198
```


Record 9
Computed, not measured: a single CH5BrN2O molecule in a non-equilibrium geometry, with wB97M-V/def2-TZVPD.

HOMO level	-0.3603	Eh
LUMO energy	0.13	eV
frontier orbital gap	9.9	eV
energy relative to the best compared isomer or geometry (same formula, charge and spin)	1.296	eV

Geometry as XYZ:
```
10
Properties=species:S:1:pos:R:3:nbo_charge:R:1
O 1.85 -0.82 0.10 -0.705
C 0.53 -0.58 -0.20 0.079
N 0.09 0.65 0.49 -0.477
N -1.23 1.19 -0.16 -0.446
Br -2.49 -0.28 -0.19 0.068
H 2.21 -0.22 0.67 0.481
H -0.19 -1.34 0.18 0.169
H 0.31 -0.23 -1.25 0.141
H -0.22 0.48 1.44 0.352
H -0.86 1.15 -1.08 0.337
```


Record 10
Computed, not measured: 3 unconnected molecules or ions with the total composition CH5Cl2NO2P in a non-equilibrium geometry, with wB97M-V/def2-TZVPD.

HOMO level	-0.4539	Eh
LUMO energy	-7.68	eV
total charge	+1
frontier orbital gap	4.7	eV
energy relative to the best compared isomer or geometry (same formula, charge and spin)	3.390	eV

Geometry as XYZ:
```
12
Properties=species:S:1:pos:R:3:nbo_charge:R:1
C 0.47 1.75 2.47 0.332
N 2.28 -1.97 -1.96 -1.073
O -2.57 0.31 -2.24 -0.804
O -0.49 1.32 1.95 -0.554
P -2.73 0.44 -0.82 1.775
Cl -2.94 -1.19 0.23 -0.001
Cl -3.34 2.01 0.10 0.026
H 1.38 1.23 2.81 0.116
H 0.69 2.81 2.87 0.108
H 2.16 -1.72 -1.03 0.351
H 3.23 -2.16 -2.20 0.366
H 1.86 -2.84 -2.20 0.357
```


Record 11
Computed, not measured: 2 unconnected molecules or ions with the total composition CH5Cl2NP in a non-equilibrium geometry, with wB97M-V/def2-TZVPD.

HOMO level	-0.5258	Eh
LUMO energy	-5.75	eV
total charge	+1
frontier orbital gap	8.6	eV
energy relative to the best compared isomer or geometry (same formula, charge and spin)	1.684	eV

Geometry as XYZ:
```
10
Properties=species:S:1:pos:R:3:nbo_charge:R:1
C -0.18 -0.35 1.35 -0.766
N 1.19 0.45 -0.83 -1.117
P -1.52 -0.34 0.46 1.207
Cl -2.06 1.25 -0.51 -0.036
Cl -2.57 -1.93 -0.10 -0.040
H 0.43 0.53 1.33 0.316
H 0.23 -1.18 1.89 0.300
H 1.84 -0.32 -1.14 0.381
H 0.75 0.67 -1.73 0.371
H 1.89 1.22 -0.73 0.384
```


Record 12
Computed, not measured: 2 unconnected molecules or ions with the total composition CH5ClN2 in a non-equilibrium geometry, with wB97M-V/def2-TZVPD.

HOMO level (spin up / spin down)	-0.3455 / -0.3386	Eh
LUMO energy (spin up / spin down)	-0.01 / -0.37	eV
frontier orbital gap (spin up / spin down)	9.4 / 8.8	eV
energy relative to the best compared isomer or geometry (same formula, charge and spin)	4.255	eV

Geometry as XYZ:
```
9
Properties=species:S:1:pos:R:3:nbo_charge:R:1
C -0.19 -0.93 0.73 -0.471
N 0.70 -0.49 -0.29 -0.402
N 0.06 1.50 -0.70 -0.553
Cl -1.56 1.62 -1.15 0.129
H 0.24 -1.96 0.97 0.225
H -0.05 -0.25 1.49 0.192
H -1.25 -1.08 0.35 0.213
H 1.41 0.05 0.14 0.324
H 0.63 1.53 -1.54 0.341
```


Record 13
Computed, not measured: 2 unconnected molecules or ions with the total composition CH5ClN3S in a non-equilibrium geometry, with wB97M-V/def2-TZVPD.

HOMO level (spin up / spin down)	-0.5160 / -0.5170	Eh
LUMO energy (spin up / spin down)	-6.33 / -5.57	eV
total charge	+1
frontier orbital gap (spin up / spin down)	7.7 / 8.5	eV
energy relative to the best compared isomer or geometry (same formula, charge and spin)	3.397	eV

Geometry as XYZ:
```
11
Properties=species:S:1:pos:R:3:nbo_charge:R:1
C 0.08 0.27 0.03 0.172
N 0.50 -0.88 0.40 -0.368
N -2.30 0.36 0.35 -0.571
N 1.79 -1.32 -0.02 -0.643
S 0.69 1.55 -0.94 0.204
Cl -2.85 0.62 -1.08 0.381
H -0.20 -1.50 0.80 0.466
H -2.03 1.18 0.92 0.369
H -0.30 2.28 -0.49 0.168
H 2.32 -2.06 0.42 0.430
H 2.31 -0.51 -0.39 0.393
```


Record 14
Computed, not measured: 2 unconnected molecules or ions with the total composition CH5FN2 in a non-equilibrium geometry, with wB97M-V/def2-TZVPD.

HOMO level	-0.3229	Eh
LUMO energy	1.09	eV
frontier orbital gap	9.9	eV
energy relative to the best compared isomer or geometry (same formula, charge and spin)	2.065	eV

Geometry as XYZ:
```
9
Properties=species:S:1:pos:R:3:nbo_charge:R:1
C -0.07 -0.03 0.51 0.634
N -0.85 0.91 -0.14 -0.870
N 0.17 -1.20 -0.29 -0.864
F -0.70 -0.57 1.57 -0.364
H 1.19 0.64 1.44 -0.092
H -0.49 1.23 -1.04 0.390
H -1.29 1.70 0.45 0.400
H 0.92 -1.17 -0.94 0.372
H 0.29 -2.06 0.35 0.393
```


Record 15
Computed, not measured: a gas-phase ion, CH5FNO (charge +1) in a non-equilibrium geometry, with wB97M-V/def2-TZVPD.

HOMO level	-0.5963	Eh
LUMO energy	-4.43	eV
total charge	+1
frontier orbital gap	11.8	eV
energy relative to the best compared isomer or geometry (same formula, charge and spin)	0.607	eV

Geometry as XYZ:
```
9
Properties=species:S:1:pos:R:3:nbo_charge:R:1
N 0.92 0.06 -0.20 -0.702
C -0.44 0.53 0.06 0.034
O -1.16 -0.71 0.96 -0.116
F -1.48 -1.67 0.05 -0.120
H 1.43 -0.07 0.69 0.469
H 1.42 0.73 -0.80 0.464
H 0.88 -0.86 -0.69 0.472
H -0.52 1.37 0.76 0.251
H -1.06 0.62 -0.83 0.248
```


Record 16
Computed, not measured: 2 unconnected molecules or ions with the total composition CH5FO2SSi in a non-equilibrium geometry, with wB97M-V/def2-TZVPD.

HOMO level (spin up / spin down)	-0.3016 / -0.2888	Eh
LUMO energy (spin up / spin down)	-1.39 / -1.71	eV
frontier orbital gap (spin up / spin down)	6.8 / 6.2	eV
energy relative to the best compared isomer or geometry (same formula, charge and spin)	3.186	eV

Geometry as XYZ:
```
11
Properties=species:S:1:pos:R:3:nbo_charge:R:1
C 1.11 1.06 -1.33 -0.770
O -1.57 -2.73 1.44 -1.118
O -1.38 -0.22 2.37 -1.110
F -2.68 -0.68 0.20 -0.648
Si -1.45 -1.17 1.09 2.169
S 1.67 -0.47 -0.57 -0.218
H 1.96 1.54 -1.81 0.219
H 0.71 1.72 -0.56 0.214
H 0.35 0.85 -2.07 0.206
H -1.73 -3.41 0.79 0.528
H -0.85 -0.45 3.14 0.527
```


Record 17
Computed, not measured: 2 unconnected molecules or ions with the total composition CH5IN2S in a non-equilibrium geometry, with wB97M-V/def2-TZVPD.

HOMO level (spin up / spin down)	-0.3284 / -0.3287	Eh
LUMO energy (spin up / spin down)	-1.51 / -1.68	eV
frontier orbital gap (spin up / spin down)	7.4 / 7.3	eV
energy relative to the best compared isomer or geometry (same formula, charge and spin)	2.357	eV

Geometry as XYZ:
```
10
Properties=species:S:1:pos:R:3:nbo_charge:R:1
C -0.35 -0.42 -1.41 0.044
N -0.66 0.73 0.73 -0.970
N 0.76 0.11 -1.18 -0.680
S 0.67 0.51 1.54 0.668
I 0.92 -1.85 3.03 -0.310
H -0.57 -1.51 -1.36 0.170
H -1.28 0.11 -1.83 0.157
H -1.39 1.07 1.23 0.358
H 0.48 1.08 -1.11 0.355
H 1.42 0.17 0.37 0.207
```


Record 18
Computed, not measured: a single CH5IN2S molecule in a non-equilibrium geometry, with wB97M-V/def2-TZVPD.

2S+1	3
HOMO level (spin up / spin down)	-0.2394 / -0.3294	Eh
LUMO energy (spin up / spin down)	0.43 / -2.35	eV
frontier orbital gap (spin up / spin down)	6.9 / 6.6	eV
energy relative to the best compared isomer or geometry (same formula, charge and spin)	0.306	eV
⟨S²⟩	2.010

Geometry as XYZ:
```
10
Properties=species:S:1:pos:R:3:mulliken_spin:R:1
C 0.12 1.30 0.92 -0.007
N -0.61 -2.22 -0.74 0.891
N -0.11 -0.10 0.43 0.035
S 0.70 -1.02 -0.62 0.360
I 0.55 0.47 -2.66 0.724
H 1.19 1.26 1.10 0.000
H -0.35 2.14 0.40 0.009
H -0.22 1.62 1.99 0.002
H -0.32 -2.92 -1.44 -0.020
H -0.96 -0.51 0.62 0.007
```


Record 19
Computed, not measured: a gas-phase ion, CH5IN3S (charge +1) in a non-equilibrium geometry, with wB97M-V/def2-TZVPD.

2S+1	3
HOMO level (spin up / spin down)	-0.4143 / -0.5224	Eh
LUMO energy (spin up / spin down)	-3.54 / -7.50	eV
total charge	+1
frontier orbital gap (spin up / spin down)	7.7 / 6.7	eV
⟨S²⟩	2.009

Geometry as XYZ:
```
11
Properties=species:S:1:pos:R:3:mulliken_spin:R:1
C -0.28 0.22 0.36 0.011
N -0.51 -1.06 0.44 -0.001
N 0.30 0.85 -0.67 0.066
N 0.98 0.17 -1.71 0.019
S -0.97 1.25 1.63 0.703
I -2.15 -0.21 3.12 1.214
H -1.09 -1.61 1.04 -0.010
H 1.72 -0.45 -1.37 0.002
H 0.52 1.76 -0.32 -0.005
H 1.45 0.77 -2.38 -0.001
H 0.03 -1.69 -0.15 0.002
```


Record 20
Computed, not measured: 2 unconnected molecules or ions with the total composition CH5INP in a non-equilibrium geometry, with wB97M-V/def2-TZVPD.

HOMO level (spin up / spin down)	-0.3556 / -0.3077	Eh
LUMO energy (spin up / spin down)	-1.15 / -2.78	eV
frontier orbital gap (spin up / spin down)	8.5 / 5.6	eV
energy relative to the best compared isomer or geometry (same formula, charge and spin)	3.981	eV

Geometry as XYZ:
```
9
Properties=species:S:1:pos:R:3:nbo_charge:R:1
C 0.24 -1.04 -0.65 -0.454
N -0.12 0.09 0.24 -0.778
P 0.12 1.62 -0.17 0.713
I -3.30 0.08 -0.09 -0.056
H -0.66 -1.38 -1.16 0.220
H 1.03 -0.92 -1.33 0.193
H 0.53 -2.00 -0.01 0.202
H -0.15 2.01 -1.50 -0.046
H -0.93 2.40 0.61 0.006
```